1.
Computed, not measured: a molecular structure, C12H24ILiO6S3 in a non-equilibrium geometry, with the ωB97M-V functional and the def2-TZVPD basis.

```
! RIJCOSX wB97M-V def2-TZVPD def2/J DEFGRID3
* xyz 0 1
Li -10.50 -15.58 -0.20
I -7.60 -13.53 -0.54
C -7.87 -16.56 6.58
C -8.53 -17.94 6.50
C -9.98 -17.78 6.27
S -10.13 -16.29 5.14
O -10.98 -15.32 5.77
O -10.45 -16.55 3.70
C -8.39 -15.78 5.36
H -6.79 -16.72 6.53
H -8.08 -16.01 7.50
H -8.26 -18.56 7.36
H -8.05 -18.56 5.74
H -10.49 -17.43 7.17
H -10.61 -18.54 5.82
H -8.11 -14.73 5.29
H -7.91 -16.20 4.48
C -16.83 -15.35 2.66
C -17.62 -16.13 1.55
C -16.60 -16.29 0.36
S -15.79 -14.70 0.20
O -16.54 -13.85 -0.73
O -14.35 -14.93 0.04
C -16.13 -14.16 1.94
H -16.08 -15.93 3.19
H -17.44 -14.88 3.44
H -18.42 -15.49 1.16
H -18.06 -17.03 1.97
H -16.94 -16.67 -0.61
H -15.77 -16.96 0.58
H -16.83 -13.35 1.72
H -15.27 -13.74 2.46
C -5.93 -20.17 0.53
C -5.31 -20.23 -0.91
C -6.31 -19.54 -1.90
S -7.99 -19.92 -1.32
O -8.49 -21.21 -1.90
O -8.85 -18.73 -1.22
C -7.46 -20.28 0.38
H -5.70 -19.17 0.89
H -5.50 -20.86 1.26
H -5.25 -21.28 -1.19
H -4.27 -19.88 -0.89
H -6.21 -19.86 -2.94
H -6.20 -18.46 -1.83
H -7.99 -21.21 0.57
H -8.07 -19.67 1.05
*
```

* calculated total energy: -65927.6143 eV
* LUMO: -0.027 Eh
* ΔE to the lowest compared entry with this formula, charge and spin: 101.5 kcal/mol
* highest occupied orbital energy: -6.90 eV
* frontier orbital gap: 6.17 eV

***

2.
Computed, not measured: a molecular structure, C12H24Li6O11P2 in a non-equilibrium geometry, with the ωB97M-V functional and the def2-TZVPD basis.

```
! RIJCOSX wB97M-V def2-TZVPD def2/J DEFGRID3
* xyz 0 1
Li 1.65 0.18 5.02
Li 0.63 -1.85 0.79
Li 3.12 -2.34 2.66
Li 0.53 -2.94 3.30
Li 3.21 -1.30 0.04
Li -1.06 0.24 3.16
P 1.21 -0.56 2.71
O -0.16 -1.30 2.47
O 0.87 0.80 3.38
O 2.04 -0.61 1.46
O 1.94 -1.39 3.83
P 2.47 -3.54 0.56
O 2.83 -4.83 -0.09
O 1.81 -2.57 -0.49
O 3.81 -2.80 1.02
O 1.65 -3.57 1.91
C -3.01 -2.06 -1.93
C -2.94 -0.69 -1.23
C -2.08 -0.96 0.01
O -1.29 -2.09 -0.28
C -2.06 -2.96 -1.11
H -2.62 -2.00 -2.94
H -4.01 -2.49 -1.96
H -3.91 -0.30 -0.92
H -2.47 0.05 -1.87
H -2.69 -1.16 0.91
H -1.43 -0.13 0.30
H -2.64 -3.61 -0.44
H -1.37 -3.52 -1.72
C -2.85 3.66 1.03
C -1.36 3.72 0.64
C -0.72 2.54 1.41
O -1.81 1.91 2.14
C -2.78 2.93 2.35
H -3.43 3.12 0.28
H -3.27 4.66 1.18
H -0.87 4.66 0.89
H -1.24 3.60 -0.44
H 0.02 2.90 2.13
H -0.29 1.77 0.77
H -2.46 3.59 3.16
H -3.72 2.45 2.65
C 2.02 0.64 -3.85
C 2.07 1.71 -2.75
C 2.32 0.88 -1.49
O 3.01 -0.28 -1.91
C 2.97 -0.43 -3.33
H 2.41 1.03 -4.79
H 1.01 0.27 -4.01
H 1.16 2.31 -2.71
H 2.91 2.38 -2.92
H 1.40 0.56 -0.99
H 2.91 1.44 -0.77
H 2.57 -1.43 -3.52
H 3.98 -0.32 -3.72
*
```

* calculated total energy: -55181.4320 eV
* LUMO: -0.048 Eh
* ΔE to the lowest compared entry with this formula, charge and spin: 0.0 kcal/mol
* highest occupied orbital energy: -6.07 eV
* frontier orbital gap: 4.77 eV

***

3.
Computed, not measured: 4 unconnected molecules or ions with the total composition C12H24O12S2 in a non-equilibrium geometry, with the ωB97M-V functional and the def2-TZVPD basis.

```
! RIJCOSX wB97M-V def2-TZVPD def2/J DEFGRID3
* xyz 0 1
C 3.71 3.11 -0.44
C 2.69 2.00 -0.32
O 2.03 1.87 0.93
S 0.92 0.72 1.19
C 1.85 -0.75 1.63
O 0.12 1.08 2.35
O 0.27 0.60 -0.10
H 4.25 3.03 -1.26
H 4.34 3.12 0.52
H 3.27 4.03 -0.40
H 1.99 2.14 -1.11
H 3.16 1.13 -0.52
H 1.21 -1.67 1.67
H 2.37 -0.74 2.64
H 2.71 -0.65 0.91
C 3.09 2.36 -4.74
C 1.62 2.42 -5.20
O 0.99 1.41 -4.48
S -0.67 1.43 -4.56
C -1.17 0.05 -3.54
O -1.14 2.72 -3.99
O -0.88 1.05 -5.98
H 3.77 1.50 -5.18
H 3.24 2.42 -3.83
H 3.53 3.24 -5.34
H 1.21 3.37 -5.13
H 1.53 2.28 -6.36
H -0.56 0.28 -2.66
H -0.88 -0.86 -4.20
H -2.08 -0.10 -3.25
O -4.59 -2.39 -1.43
C -4.05 -2.30 -0.36
O -4.66 -2.50 0.83
C -3.85 -1.92 1.80
C -2.63 -1.29 1.18
O -2.85 -1.68 -0.19
H -4.54 -1.17 2.27
H -3.61 -2.53 2.53
H -1.66 -1.63 1.61
H -2.51 -0.24 1.34
O -2.03 -4.90 4.28
C -1.76 -3.79 4.59
O -1.08 -2.83 3.86
C -0.58 -1.78 4.68
C -1.26 -2.02 6.01
O -1.77 -3.35 5.86
H 0.45 -2.08 4.58
H -0.79 -0.94 4.13
H -2.04 -1.26 6.19
H -0.70 -2.01 7.01
*
```

* calculated total energy: -59068.0363 eV
* LUMO: 0.002 Eh
* ΔE to the lowest compared entry with this formula, charge and spin: 47.3 kcal/mol
* highest occupied orbital energy: -10.48 eV
* frontier orbital gap: 10.54 eV

***

4.
Computed, not measured: a molecular structure, C12H25BF2N4O16Tl in a non-equilibrium geometry, with the ωB97M-V functional and the def2-TZVPD basis.

```
! RIJCOSX wB97M-V def2-TZVPD def2/J DEFGRID3
* xyz 2 2
Tl 3.98 -0.82 -1.88
B 5.20 -0.32 0.66
H 5.36 0.53 0.01
H 5.76 -1.16 0.28
H 5.53 -0.05 1.65
H 4.16 -0.56 0.80
C -0.56 -1.26 -0.54
C 0.67 -0.64 -1.14
O 1.52 -0.20 -0.33
O 0.86 -0.67 -2.31
H -1.23 -0.47 -0.20
H -0.16 -1.89 0.25
H -1.07 -1.79 -1.34
C -3.84 3.44 1.20
C -2.81 2.38 1.42
O -2.89 1.72 0.22
C -4.11 1.87 -0.33
O -4.53 1.19 -1.24
O -4.73 2.88 0.34
F -3.05 1.62 2.43
H -3.45 4.36 0.76
H -4.34 3.69 2.13
H -1.81 2.78 1.57
C -1.26 -1.42 2.51
C -1.57 -1.42 4.02
O -2.28 -2.65 3.99
C -3.06 -2.66 2.90
O -4.03 -3.37 2.72
O -2.51 -1.86 1.97
F -2.24 -0.34 4.49
H -0.39 -2.04 2.29
H -0.98 -0.41 2.21
H -0.64 -1.50 4.58
C -1.76 1.12 -3.95
N -1.21 0.44 -5.24
O -0.19 0.93 -5.84
O -1.71 -0.62 -5.54
H -2.81 1.42 -4.01
H -1.08 1.97 -3.85
H -1.57 0.30 -3.27
C 0.37 -4.93 -1.82
N 1.66 -4.57 -2.48
O 2.25 -3.55 -2.10
O 2.03 -5.25 -3.44
H 0.59 -5.90 -1.38
H -0.40 -4.98 -2.60
H 0.12 -4.11 -1.14
C 1.13 2.95 -1.58
N 2.47 2.99 -0.94
O 3.26 2.18 -1.42
O 2.72 3.85 -0.17
H 0.99 3.73 -2.33
H 0.48 3.11 -0.73
H 1.02 1.98 -2.07
C 2.99 1.16 2.79
N 1.46 1.06 2.96
O 0.77 1.90 2.42
O 1.06 0.19 3.66
H 3.33 2.13 3.13
H 2.98 1.23 1.70
H 3.54 0.29 3.16
*
```

* calculated total energy: -62335.4265 eV
* LUMO (alpha / beta): -0.471 / -0.406 Eh
* highest occupied orbital energy (alpha / beta): -14.82 / -14.82 eV
* frontier orbital gap (alpha / beta): 2.01 / 3.77 eV
* expectation value of S²: 1.769

***

5.
Computed, not measured: 5 unconnected molecules or ions with the total composition C12H25Cl8O5P in a non-equilibrium geometry, with the ωB97M-V functional and the def2-TZVPD basis.

```
! RIJCOSX wB97M-V def2-TZVPD def2/J DEFGRID3
* xyz 0 1
C 0.73 -2.46 1.66
C 1.28 -1.65 0.30
O 1.16 -0.21 0.61
P 0.89 0.75 -0.82
O 1.52 0.00 -2.10
C -1.03 0.96 -1.02
C -1.66 2.16 -0.10
C -1.20 2.15 1.47
O -2.13 1.33 2.31
C -1.40 1.18 3.59
O -1.36 -0.02 4.17
O 1.53 2.38 -0.73
C 2.81 2.44 -0.02
C 2.69 3.42 1.33
H -0.35 -2.04 1.89
H 1.43 -2.09 2.54
H 0.78 -3.62 1.53
H 2.43 -1.89 0.23
H 0.69 -2.01 -0.65
H -1.61 -0.05 -0.90
H -1.17 1.31 -2.16
H -2.84 2.00 -0.11
H -1.39 3.20 -0.56
H -0.11 1.80 1.68
H -1.27 3.27 1.86
H -0.84 2.14 4.00
H 3.62 2.84 -0.78
H 3.19 1.40 0.37
H 1.87 3.05 2.08
H 3.76 3.38 1.85
H 2.48 4.51 0.94
Cl 3.25 5.95 -1.18
C 4.49 5.30 -2.26
Cl 5.35 3.96 -1.49
H 4.01 4.94 -3.17
H 5.20 6.09 -2.50
Cl -2.23 -1.53 -3.73
C -1.13 -2.58 -2.84
Cl -1.58 -2.67 -1.13
H -1.16 -3.59 -3.27
H -0.11 -2.19 -2.92
Cl -3.78 -3.48 4.09
C -2.10 -3.27 3.58
Cl -0.98 -3.86 4.82
H -1.94 -3.83 2.66
H -1.91 -2.21 3.41
Cl -4.55 -3.75 -3.82
C -4.04 -5.44 -3.79
Cl -2.71 -5.69 -2.66
H -4.89 -6.06 -3.49
H -3.71 -5.73 -4.79
*
```

* calculated total energy: -132551.3016 eV
* LUMO: 0.008 Eh
* highest occupied orbital energy: -10.05 eV
* frontier orbital gap: 10.26 eV

***

6.
Computed, not measured: a molecular structure, C12H25ClFeNO2P2 in a non-equilibrium geometry, with the ωB97M-V functional and the def2-TZVPD basis.

```
! RIJCOSX wB97M-V def2-TZVPD def2/J DEFGRID3
* xyz 2 6
Fe 0.22 0.22 1.60
P 1.54 1.48 0.42
C 2.56 -0.01 -0.17
C 1.74 -1.30 -0.22
N 0.51 -1.23 0.38
C -0.35 -2.29 0.55
C 0.15 -3.58 0.41
C 1.47 -3.71 -0.06
C 2.22 -2.59 -0.44
C -1.80 -1.97 1.01
P -2.24 -0.19 0.57
H 3.26 -2.68 -0.76
H -0.49 -4.44 0.66
H 1.88 -4.70 -0.18
H -2.54 -2.60 0.50
H -1.93 -2.16 2.10
H 3.13 0.33 -1.04
H 3.43 0.02 0.53
H 0.89 -0.78 -4.48
O 1.63 -0.59 -5.08
H 1.79 0.37 -4.83
H -2.10 2.12 -2.40
O -1.65 2.83 -2.92
H -2.44 3.06 -3.48
C -3.02 -0.56 -1.05
H -3.39 -1.59 -0.94
H -3.86 0.13 -1.17
H -2.31 -0.43 -1.90
C -3.68 0.33 1.61
H -3.98 1.28 1.14
H -4.53 -0.38 1.55
H -3.41 0.50 2.67
C 2.89 1.93 1.54
H 3.84 1.71 1.04
H 2.96 2.96 1.85
H 2.85 1.33 2.45
C 1.60 2.74 -0.89
H 1.47 3.74 -0.45
H 2.60 2.76 -1.36
H 0.82 2.63 -1.66
Cl -0.14 -0.09 3.82
C -0.43 1.46 2.87
H -1.49 1.72 3.01
H 0.31 2.20 3.21
*
```

* calculated total energy: -83903.4271 eV
* LUMO (alpha / beta): -0.248 / -0.327 Eh
* ΔE to the lowest compared entry with this formula, charge and spin: 0.0 kcal/mol
* highest occupied orbital energy (alpha / beta): -14.47 / -15.89 eV
* frontier orbital gap (alpha / beta): 7.73 / 7.00 eV
* expectation value of S²: 8.771